Record 1
# C54H42N11OPSnTe

A molecular structure, C54H42N11OPSnTe (the ωB97M-V functional and the def2-TZVPD basis, the OMol25 dataset).

Lowest unoccupied orbital energy (spin up / spin down), Ha: 0.1236 / 0.1237
Orbital gap (spin up / spin down), eV: 3.09 / 3.13
Charge: -2
HOMO level (spin up / spin down), eV: 0.2742 / 0.2323

Positions of all 111 atoms, in Å:
Te  -1.918  -2.937  4.853
Sn  0.571  -1.030  0.605
P  0.031  3.345  -0.275
O  -2.728  2.561  1.894
N  1.588  -2.236  -1.085
N  -0.635  -0.580  -1.636
N  2.484  -4.164  0.214
N  0.680  -3.166  1.460
N  -2.504  1.253  1.272
N  1.085  -1.241  -3.196
N  -1.371  -3.129  2.622
N  -1.839  -1.682  0.822
N  -2.887  0.022  -0.649
N  3.020  -0.187  0.797
N  0.959  0.435  2.810
C  -2.256  -2.587  1.816
C  -6.406  -1.902  1.621
C  1.950  -6.931  3.891
C  -3.794  2.673  -1.601
C  1.588  -5.107  2.363
C  -1.982  4.767  -1.510
C  5.445  -3.903  -3.140
C  -3.194  4.868  -2.231
C  0.314  4.546  1.062
C  -2.930  -1.054  0.400
C  -0.197  -3.645  2.385
C  -0.094  -5.617  4.049
C  -1.227  -0.776  -3.889
C  1.627  4.929  1.365
C  3.841  -0.427  2.005
C  4.020  -2.029  -3.874
C  -1.635  3.563  -0.883
C  1.816  3.027  -2.345
C  3.209  -2.286  -2.765
C  -0.408  5.792  3.060
C  -2.401  -0.497  -3.124
C  2.052  0.181  3.794
C  2.487  -3.270  -0.804
C  1.059  3.968  -1.625
C  -2.583  2.519  -0.886
C  1.926  -1.783  -2.338
C  2.899  4.878  -3.493
C  -3.706  -2.599  1.871
C  -1.282  -1.077  -5.243
C  0.719  -6.682  4.462
C  -3.700  -0.786  -5.123
C  4.605  -4.171  -2.017
C  -4.098  -1.519  1.025
C  2.256  5.804  -2.690
C  1.278  5.363  -1.809
C  -4.647  -3.361  2.552
C  -3.651  -0.450  -3.770
C  -0.142  -0.879  -2.923
C  -4.151  3.885  -2.224
C  2.744  3.492  -3.272
C  -6.005  -3.039  2.359
C  -5.435  -1.153  0.944
C  3.482  -3.346  -1.835
C  1.705  -4.112  1.314
C  -1.983  -0.351  -1.781
C  -0.716  5.055  1.871
C  -2.530  -1.049  -5.830
C  5.163  -2.837  -3.981
C  0.970  6.122  3.339
C  -2.570  1.370  -0.018
C  0.342  -4.845  3.006
C  2.400  -6.162  2.806
C  1.966  5.783  2.390
C  3.415  0.374  3.240
H  -1.774  4.864  1.576
H  4.894  -0.129  1.830
H  1.905  0.896  4.632
H  3.639  -0.303  0.028
H  -3.391  5.787  -2.792
H  -1.348  5.655  -1.413
H  -3.791  -0.043  -1.168
H  0.320  -7.325  5.244
H  -2.692  -1.220  -6.876
H  2.973  6.192  2.546
H  -6.818  -3.625  2.786
H  3.362  -6.330  2.362
H  -7.420  -1.516  1.634
H  3.544  5.173  -4.317
H  0.910  1.484  2.658
H  3.874  -1.508  2.184
H  0.126  0.211  3.366
H  -1.175  6.196  3.682
H  5.777  -2.689  -4.890
H  -0.420  -1.345  -5.802
H  3.338  2.789  -3.803
H  -4.522  1.879  -1.489
H  -4.561  -0.209  -3.222
H  3.624  1.459  3.071
H  -5.126  4.001  -2.667
H  6.370  -4.466  -3.287
H  1.248  6.748  4.198
H  -1.064  -5.426  4.543
H  2.394  4.585  0.730
H  2.431  6.883  -2.783
H  4.792  -4.955  -1.307
H  2.741  0.791  0.764
H  2.595  -7.697  4.333
H  0.731  6.030  -1.154
H  1.651  1.938  -2.172
H  -2.357  2.470  2.786
H  3.803  -1.233  -4.584
H  -4.371  -4.134  3.297
H  -5.747  -0.300  0.378
H  4.121  0.162  4.062
H  -4.676  -0.907  -5.627
H  1.999  -0.827  4.192


Record 2
# C2H5PS

C2H5PS in the gas phase (the ωB97M-V functional and the def2-TZVPD basis, the OMol25 dataset).

Lowest unoccupied orbital energy, Ha: 0.0080
Orbital gap, eV: 8.62
Charge: 0
Energy relative to the best compared isomer or geometry (same formula, charge and spin), kJ/mol: 41.58
HOMO level, eV: -8.4066

Positions of all 9 atoms, in Å:
S  0.735  1.058  0.075
P  -2.292  1.377  0.854
C  1.565  -0.416  -0.571
C  -1.022  0.389  0.421
H  -3.199  0.315  1.005
H  1.005  -0.830  -1.403
H  -1.024  -0.682  0.322
H  2.531  -0.064  -0.922
H  1.701  -1.147  0.219


Record 3
# C43H46Li2O19S

A molecular structure, C43H46Li2O19S (the ωB97M-V functional and the def2-TZVPD basis, the OMol25 dataset).

Lowest unoccupied orbital energy, Ha: -0.0460
Orbital gap, eV: 5.87
Charge: 0
Energy relative to the best compared isomer or geometry (same formula, charge and spin), kJ/mol: 405.62
HOMO level, eV: -7.1209

Positions of all 111 atoms, in Å:
S  21.309  26.647  4.717
O  21.901  23.797  2.934
O  22.829  34.114  7.852
O  24.870  29.839  -1.782
O  24.222  28.499  3.527
O  20.719  26.653  3.457
O  23.142  28.632  7.155
O  22.344  25.580  4.710
O  17.951  26.274  4.276
O  14.698  24.774  9.403
O  20.524  19.587  8.470
O  25.257  24.057  -1.493
O  15.643  30.035  2.768
O  20.369  26.463  5.861
O  16.166  21.176  3.702
O  25.254  25.551  4.407
O  21.167  29.903  3.629
O  22.002  27.917  4.820
O  18.987  27.858  7.682
O  20.758  25.064  7.805
C  23.274  29.065  1.429
C  21.069  21.446  7.113
C  15.699  25.517  8.879
C  20.560  20.970  8.331
C  19.261  30.733  2.391
C  16.242  24.915  3.608
C  22.905  30.622  8.577
C  19.777  29.974  3.623
C  18.430  23.978  4.416
C  15.877  26.874  9.371
C  22.683  32.001  8.775
C  20.336  23.159  9.256
C  23.101  30.080  7.324
C  23.178  30.920  6.253
C  26.553  25.197  4.223
C  20.656  23.753  8.020
C  16.979  30.030  3.107
C  23.117  22.649  1.129
C  23.525  24.857  1.753
C  25.813  29.449  0.338
C  17.844  30.708  2.156
C  17.464  29.420  4.301
C  25.661  29.098  1.673
C  24.029  22.765  0.106
C  20.336  21.787  9.354
C  22.992  32.266  6.361
C  17.942  27.208  8.181
C  24.367  25.068  0.601
C  16.657  22.429  3.762
C  15.811  23.504  3.431
C  24.658  23.906  -0.307
C  17.907  22.608  4.341
C  23.391  29.316  0.100
C  16.627  25.063  7.852
C  24.665  29.515  -0.483
C  24.427  28.878  2.255
C  21.049  22.873  6.952
C  17.534  25.053  4.114
C  18.904  29.396  4.530
C  22.749  32.781  7.630
C  17.766  25.872  7.466
C  22.870  23.724  1.880
C  16.984  27.663  8.994
Li  19.739  26.428  1.861
Li  23.931  24.996  5.771
H  19.419  27.406  7.026
H  14.795  23.822  9.235
H  27.043  25.599  3.271
H  22.169  34.377  8.496
H  20.134  21.312  10.556
H  22.432  28.882  1.954
H  17.438  31.045  1.183
H  22.969  32.987  5.511
H  20.229  31.493  2.056
H  25.663  29.886  -2.124
H  15.110  27.427  10.105
H  15.066  21.019  3.799
H  25.848  24.533  -2.068
H  21.353  20.774  6.516
H  24.034  21.753  -0.446
H  15.443  29.679  1.978
H  23.287  25.625  2.251
H  22.391  32.313  9.720
H  19.363  24.295  4.814
H  22.496  29.366  -0.532
H  22.705  21.668  1.512
H  22.500  29.762  9.313
H  23.304  30.353  5.160
H  26.889  24.180  4.176
H  21.535  23.509  6.016
H  17.125  28.586  9.512
H  22.608  28.321  6.375
H  24.892  26.137  3.802
H  22.062  24.484  3.523
H  20.815  25.658  6.989
H  16.454  24.225  7.200
H  20.175  23.818  10.108
H  14.838  23.355  3.177
H  18.609  21.957  4.678
H  26.798  29.603  -0.225
H  18.605  26.474  4.821
H  26.421  28.940  2.224
H  19.229  28.751  5.363
H  27.203  25.835  4.760
H  23.256  28.330  3.961
H  16.589  28.952  4.836
H  18.374  25.463  6.453
H  24.931  26.276  0.484
H  21.407  19.268  8.511
H  15.396  25.629  3.428
H  21.617  29.208  4.128


Record 4
# C16H36Cl16O2

10 unconnected molecules or ions with the total composition C16H36Cl16O2 (the ωB97M-V functional and the def2-TZVPD basis, the OMol25 dataset).

Lowest unoccupied orbital energy, Ha: -0.0037
Orbital gap, eV: 10.35
Charge: 0
HOMO level, eV: -10.4539

Positions of all 70 atoms, in Å:
Cl  -6.021  3.908  -4.995
Cl  -2.483  3.710  -5.560
Cl  -2.844  3.254  2.946
Cl  0.968  1.021  4.087
Cl  2.872  -0.254  -0.066
Cl  4.542  -3.244  0.780
Cl  -2.271  2.102  -0.045
Cl  5.021  -1.673  -3.245
Cl  3.265  2.575  5.662
Cl  1.703  -4.547  -0.481
Cl  -1.021  -2.496  1.963
Cl  0.365  0.287  -2.316
Cl  1.208  -3.767  -3.716
Cl  -4.132  -1.273  1.602
Cl  -2.080  -0.869  -5.401
Cl  -4.456  -1.028  -2.964
O  3.773  2.893  2.163
O  1.417  3.056  0.051
C  2.414  -2.439  -3.639
C  1.339  0.579  5.782
C  2.855  0.824  5.903
C  1.138  -0.149  0.232
C  -1.523  3.615  0.632
C  -2.874  -0.511  2.599
C  1.917  -4.387  1.264
C  -2.711  -0.851  -2.710
C  -1.354  3.663  2.107
C  -4.950  2.468  -5.159
C  2.887  -3.281  1.587
C  0.302  -0.776  -0.885
C  -1.932  -1.592  -3.776
C  -3.590  2.683  -4.578
C  -2.006  -1.540  3.189
C  3.751  -3.006  -3.207
H  -0.771  -0.763  -0.536
H  -0.518  3.761  0.218
H  0.882  1.335  6.419
H  -1.107  4.705  2.394
H  0.948  -0.697  1.166
H  3.779  -3.338  -2.187
H  -3.821  3.272  -3.673
H  2.576  -2.401  1.211
H  -2.458  -1.335  -1.730
H  -0.563  3.030  2.536
H  0.928  -4.178  1.744
H  4.130  -3.735  -3.931
H  4.468  2.395  1.768
H  -2.195  4.372  0.281
H  3.155  0.567  6.960
H  2.520  -2.032  -4.614
H  -0.872  -1.639  -3.537
H  2.276  -5.356  1.657
H  -2.430  0.210  -2.809
H  2.175  3.100  0.675
H  2.929  -3.258  2.681
H  3.805  2.702  3.098
H  3.457  0.293  5.193
H  -2.533  -2.327  3.669
H  -5.418  1.615  -4.699
H  0.654  -1.789  -1.076
H  -1.241  -1.107  3.782
H  -4.907  2.264  -6.193
H  -2.382  -2.565  -3.739
H  -3.417  0.037  3.351
H  -3.039  1.780  -4.409
H  1.840  3.111  -0.828
H  0.823  0.917  0.444
H  -2.326  0.157  1.911
H  2.059  -1.609  -3.013
H  1.109  -0.449  6.009


Record 5
# C25H25N5

5 unconnected molecules or ions with the total composition C25H25N5 (the ωB97M-V functional and the def2-TZVPD basis, the OMol25 dataset).

Expectation value of S²: 0.762
Lowest unoccupied orbital energy (spin up / spin down), Ha: 0.0787 / 0.0787
Orbital gap (spin up / spin down), eV: 1.93 / 6.21
Multiplicity: 2
Charge: -1
HOMO level (spin up / spin down), eV: 0.2126 / -4.0661

Positions of all 55 atoms, in Å:
N  2.809  -6.415  -0.150
N  0.550  1.799  -1.309
N  -3.894  5.886  1.921
N  -4.191  0.096  -0.221
N  4.752  -0.669  -0.522
C  -6.274  -0.201  0.938
C  1.507  -5.296  1.481
C  6.170  -1.481  -2.321
C  5.147  -1.623  -1.384
C  2.283  -6.364  1.100
C  -2.011  4.516  2.662
C  -3.006  5.433  2.917
C  -0.671  1.319  -1.775
C  -4.039  1.346  0.341
C  6.892  -0.236  -2.281
C  5.524  0.501  -0.533
C  1.647  -4.346  -0.682
C  1.433  0.895  -0.818
C  -5.125  1.844  1.196
C  1.125  -0.491  -0.717
C  -1.943  3.962  1.363
C  -5.236  -0.656  0.140
C  -1.046  -0.084  -1.701
C  1.148  -4.332  0.593
C  6.550  0.757  -1.326
C  -2.836  4.378  0.421
C  -6.172  1.022  1.537
C  -0.121  -0.966  -1.173
C  2.582  -5.327  -1.002
C  -3.735  5.398  0.647
H  -7.169  -0.752  1.187
H  4.589  -2.543  -1.286
H  5.240  1.171  0.265
H  2.497  -7.239  1.696
H  7.753  -0.051  -2.906
H  -2.012  -0.397  -2.068
H  -5.336  -1.628  -0.320
H  6.520  -2.297  -2.935
H  -1.386  4.186  3.479
H  -3.159  1.950  0.179
H  -1.231  3.172  1.172
H  -2.847  3.847  -0.520
H  -4.862  2.742  1.736
H  0.562  -3.465  0.858
H  7.066  1.704  -1.267
H  -1.318  2.044  -2.246
H  -4.249  5.821  -0.204
H  1.487  -3.534  -1.376
H  3.122  -5.474  -1.925
H  2.325  1.283  -0.348
H  -3.147  5.897  3.882
H  1.179  -5.309  2.510
H  1.831  -1.091  -0.162
H  -0.359  -2.007  -1.013
H  -6.913  1.305  2.270


Record 6
# C18H24AuN3O6PS

A molecular structure, C18H24AuN3O6PS (the ωB97M-V functional and the def2-TZVPD basis, the OMol25 dataset).

Lowest unoccupied orbital energy, Ha: 0.0726
Orbital gap, eV: 6.34
Charge: -1
Energy relative to the best compared isomer or geometry (same formula, charge and spin), kJ/mol: 0.00
HOMO level, eV: -4.3611

Positions of all 54 atoms, in Å:
Au  -0.834  1.110  -0.180
S  -0.455  -0.766  2.701
P  2.873  1.039  -1.443
O  0.114  -0.923  4.028
O  2.188  3.150  1.840
O  -7.587  1.326  -1.716
O  1.519  0.421  -1.454
O  -1.772  -1.350  2.471
O  0.572  2.660  0.412
N  -7.588  1.127  0.533
N  -0.470  0.700  2.185
N  -2.771  0.373  -0.747
C  -3.399  0.948  -1.781
C  3.202  -4.015  -0.945
C  1.161  2.530  1.538
C  -6.980  1.115  -0.683
C  2.898  2.801  -1.816
C  0.613  -1.753  1.646
C  -3.490  -0.009  0.319
C  -4.762  1.179  -1.788
C  -5.507  0.810  -0.679
C  3.951  0.276  -2.686
C  1.019  -2.866  -0.445
C  0.597  1.588  2.614
C  2.709  -2.858  1.242
C  3.799  0.874  0.089
C  -4.860  0.188  0.379
C  0.186  -2.136  0.379
C  2.295  -3.239  -0.027
C  1.879  -2.115  2.075
H  4.090  -4.366  -0.418
H  2.193  -1.831  3.070
H  2.238  2.982  -2.665
H  0.230  2.260  3.400
H  -5.384  -0.162  1.258
H  3.502  0.403  -3.671
H  3.911  3.129  -2.055
H  3.269  1.380  0.894
H  2.513  3.343  -0.952
H  -2.940  -0.465  1.137
H  -8.551  1.416  0.557
H  3.694  -3.152  1.591
H  4.783  1.334  -0.017
H  3.531  -3.398  -1.784
H  -5.246  1.651  -2.631
H  4.028  -0.789  -2.471
H  3.907  -0.186  0.322
H  -0.805  -1.857  0.047
H  4.948  0.720  -2.681
H  1.449  1.060  3.053
H  -7.056  1.152  1.383
H  2.692  -4.885  -1.365
H  -2.777  1.221  -2.622
H  0.680  -3.147  -1.436


Record 7
# C5H12N2

A molecular structure, C5H12N2 (the ωB97M-V functional and the def2-TZVPD basis, the OMol25 dataset).

Lowest unoccupied orbital energy, Ha: 0.0309
Orbital gap, eV: 8.67
Charge: 0
Energy relative to the best compared isomer or geometry (same formula, charge and spin), kJ/mol: 268.67
HOMO level, eV: -7.8321

Positions of all 19 atoms, in Å:
N  -0.580  0.947  -1.818
N  -0.013  -1.820  1.080
C  -2.007  0.118  1.080
C  0.959  -0.219  -0.352
C  -0.273  -0.083  -0.982
C  2.050  0.799  -0.547
C  1.071  -1.219  0.623
H  -2.774  0.161  0.309
H  -0.900  -0.956  -1.076
H  2.284  0.932  -1.606
H  -1.550  1.102  1.165
H  1.773  1.780  -0.145
H  -2.485  -0.097  2.037
H  2.960  0.491  -0.033
H  -1.527  1.012  -2.148
H  0.154  -2.508  1.805
H  -1.050  -0.942  1.142
H  2.031  -1.332  1.131
H  -0.121  1.832  -1.665


Record 8
# C2H4N2O2

2 unconnected molecules or ions with the total composition C2H4N2O2 (the ωB97M-V functional and the def2-TZVPD basis, the OMol25 dataset).

Lowest unoccupied orbital energy, Ha: 0.0195
Orbital gap, eV: 9.50
Charge: 0
Energy relative to the best compared isomer or geometry (same formula, charge and spin), kJ/mol: 471.67
HOMO level, eV: -8.9684

Positions of all 10 atoms, in Å:
O  0.458  0.695  2.945
O  -0.791  2.108  1.770
N  -0.022  -1.009  0.402
N  -0.373  -0.935  1.535
C  -0.185  0.173  -0.590
C  -0.235  1.193  2.210
H  0.443  0.295  -1.439
H  -0.243  1.158  0.027
H  -1.049  -0.274  2.028
H  -1.171  0.056  -0.827


| no. | largest force on an atom (Eh/bohr) |
| --- | --- |
| 1 | 0.093 |
| 2 | 0.053 |
| 3 | 0.190 |
| 4 | 0.067 |
| 5 | 0.087 |
| 6 | 0.009 |
| 7 | 0.052 |
| 8 | 0.107 |